No. 1
{"formula": "C25H30AsN5O5RuS", "method": "wB97M-V/def2-TZVPD", "symbols": ["Ru", "O", "C", "C", "O", "C", "C", "O", "C", "O", "O", "S", "C", "C", "C", "N", "C", "C", "C", "C", "C", "N", "C", "C", "H", "H", "H", "H", "H", "H", "H", "H", "C", "C", "N", "C", "N", "C", "C", "C", "N", "C", "H", "H", "H", "H", "H", "H", "H", "H", "H", "H", "H", "H", "H", "C", "As", "C", "C", "H", "H", "H", "H", "H", "H", "H", "H", "H"], "xyz": [[-0.049, -0.795, 0.853], [-4.973, -4.646, 1.518], [-4.007, -3.959, 1.464], [-3.006, -3.862, 0.286], [-3.030, -4.520, -0.715], [-2.047, -2.799, 0.670], [-2.371, -2.230, 1.944], [-1.716, -1.270, 2.420], [-3.524, -2.966, 2.555], [-3.962, -2.877, 3.662], [-1.034, -2.399, 0.010], [-1.884, 2.886, -4.395], [-1.468, 1.862, -3.056], [-1.046, 2.488, -1.870], [-0.691, 1.727, -0.790], [-0.716, 0.376, -0.797], [-1.128, -0.227, -1.933], [-1.507, 0.464, -3.058], [-2.680, 1.757, -5.534], [-1.948, 0.963, -6.403], [-2.660, 0.150, -7.281], [-3.983, 0.131, -7.312], [-4.678, 0.907, -6.496], [-4.065, 1.749, -5.572], [-1.020, 3.568, -1.803], [-0.398, 2.203, 0.134], [-1.154, -1.307, -1.934], [-1.831, -0.088, -3.929], [-0.866, 0.984, -6.420], [-2.146, -0.493, -7.985], [-5.757, 0.864, -6.580], [-4.651, 2.380, -4.918], [4.050, 2.707, 0.237], [3.988, 1.221, -0.049], [2.739, 0.692, 0.503], [2.012, 1.281, 1.476], [0.801, 0.748, 1.772], [-0.003, 1.346, 2.847], [0.282, 2.829, 2.999], [1.774, 3.005, 3.192], [2.504, 2.353, 2.100], [3.813, 2.900, 1.724], [3.278, 3.233, -0.328], [5.020, 3.110, -0.045], [4.843, 0.718, 0.408], [4.011, 1.019, -1.118], [2.297, -0.072, 0.028], [0.216, 0.835, 3.790], [-1.056, 1.172, 2.623], [-0.260, 3.225, 3.855], [-0.040, 3.378, 2.111], [2.091, 2.587, 4.151], [2.035, 4.061, 3.184], [4.600, 2.407, 2.300], [3.821, 3.957, 1.982], [1.554, -2.010, 3.953], [1.329, -2.437, 2.072], [3.152, -2.830, 1.508], [0.570, -4.218, 2.184], [1.997, -2.872, 4.448], [0.582, -1.797, 4.396], [2.208, -1.149, 4.082], [3.603, -3.482, 2.254], [3.743, -1.920, 1.425], [3.143, -3.343, 0.548], [1.285, -4.860, 2.694], [0.367, -4.626, 1.195], [-0.352, -4.190, 2.764]], "forces_ev_per_a": [[-0.52, 0.90, -0.09], [0.05, -0.03, -0.01], [0.09, 0.15, 0.01], [-0.56, -0.42, -0.02], [0.25, 0.20, 0.01], [0.33, 0.12, 0.04], [0.18, 0.20, 0.00], [0.30, 0.00, -0.13], [-0.52, -0.42, 0.07], [0.20, 0.24, -0.04], [-0.10, -0.17, -0.10], [-0.02, -0.22, 0.00], [-0.05, 0.07, -0.15], [0.02, -0.06, -0.02], [-0.07, 0.19, -0.04], [0.10, -0.11, 0.10], [-0.05, -0.03, -0.20], [-0.02, 0.00, 0.11], [0.08, 0.21, 0.21], [0.05, -0.07, -0.15], [0.11, 0.27, 0.28], [-0.34, -0.40, -0.43], [0.28, 0.20, 0.22], [-0.14, -0.09, -0.07], [0.01, 0.00, 0.05], [0.06, -0.04, 0.01], [0.03, -0.01, 0.05], [-0.01, -0.01, -0.01], [-0.01, 0.02, 0.03], [0.01, 0.01, 0.02], [0.01, -0.01, 0.01], [0.01, 0.00, 0.00], [-0.08, -0.09, 0.10], [0.20, 0.16, -0.04], [-0.22, 0.19, 0.29], [0.45, 0.11, -0.06], [-0.12, -0.46, -0.25], [-0.07, 0.26, 0.12], [0.15, -0.15, -0.08], [-0.21, 0.10, 0.14], [-0.23, -0.18, -0.11], [0.21, 0.05, -0.13], [0.05, 0.03, -0.04], [0.01, -0.01, 0.00], [-0.04, -0.06, -0.02], [-0.07, -0.04, 0.01], [-0.06, -0.13, -0.11], [-0.04, -0.06, -0.03], [0.02, -0.05, 0.02], [0.00, 0.02, 0.01], [-0.04, 0.02, 0.02], [0.05, 0.02, -0.02], [0.09, -0.02, -0.02], [-0.03, 0.04, 0.06], [-0.07, -0.01, 0.06], [-0.13, 0.20, -0.11], [0.78, -0.98, 0.80], [-0.14, 0.20, -0.21], [-0.15, 0.06, -0.14], [0.01, -0.03, -0.04], [0.00, -0.02, -0.01], [0.00, 0.01, -0.06], [-0.08, -0.01, 0.05], [-0.04, 0.02, 0.03], [-0.03, 0.01, 0.00], [0.04, 0.05, 0.03], [0.02, 0.06, -0.02], [0.02, 0.02, 0.01]], "charge": 2, "lumo_energy_ev": [-6.05, -8.59], "gap_ev": [7.8128, 5.2782], "multiplicity": 5, "e_tot_ha": -4348.89246}


No. 2
{"formula": "C25H30Cl2N8NaS2Se", "method": "wB97M-V/def2-TZVPD", "symbols": ["Na", "N", "C", "S", "N", "N", "C", "C", "C", "C", "C", "C", "N", "H", "H", "H", "H", "H", "H", "H", "C", "C", "N", "N", "C", "N", "S", "C", "C", "C", "C", "C", "N", "H", "H", "H", "H", "H", "H", "H", "H", "H", "H", "C", "C", "C", "C", "C", "C", "Se", "C", "C", "C", "H", "H", "H", "H", "H", "H", "H", "H", "H", "H", "H", "Cl", "C", "Cl", "H", "H"], "xyz": [[-1.485, 2.071, 0.930], [-3.567, 6.478, 1.107], [-2.946, 5.308, 0.764], [-3.880, 3.880, 0.812], [-1.669, 5.484, 0.431], [-1.007, 4.346, 0.148], [0.127, 4.489, -0.433], [0.959, 3.341, -0.795], [2.110, 3.540, -1.561], [2.896, 2.453, -1.900], [2.519, 1.192, -1.470], [1.360, 1.078, -0.715], [0.596, 2.116, -0.382], [-4.565, 6.469, 1.183], [-3.074, 7.336, 0.923], [0.493, 5.486, -0.686], [2.372, 4.542, -1.877], [3.793, 2.591, -2.492], [3.101, 0.309, -1.697], [1.033, 0.115, -0.339], [-3.327, -2.205, 0.611], [-3.130, -0.722, 0.504], [-2.686, 0.005, 1.456], [-2.340, -0.645, 2.609], [-1.739, 0.055, 3.628], [-1.026, -0.764, 4.450], [-1.903, 1.683, 3.872], [-3.390, -0.007, -0.778], [-4.342, -0.449, -1.693], [-4.522, 0.265, -2.867], [-3.750, 1.391, -3.097], [-2.834, 1.765, -2.122], [-2.654, 1.082, -1.002], [-2.345, -2.688, 0.674], [-3.890, -2.453, 1.513], [-3.840, -2.613, -0.255], [-2.001, -1.598, 2.496], [-0.473, -1.470, 3.959], [-0.511, -0.249, 5.146], [-4.946, -1.320, -1.484], [-5.264, -0.053, -3.589], [-3.859, 1.979, -3.998], [-2.227, 2.657, -2.233], [6.196, -3.598, 0.155], [4.788, -3.184, 0.493], [4.525, -2.006, 1.177], [3.230, -1.612, 1.501], [3.031, -0.339, 2.274], [2.141, -2.417, 1.123], [0.364, -1.841, 1.518], [2.395, -3.618, 0.437], [1.288, -4.553, 0.038], [3.705, -3.976, 0.139], [6.906, -2.808, 0.404], [6.301, -3.818, -0.910], [6.492, -4.496, 0.703], [5.353, -1.369, 1.473], [3.991, 0.124, 2.507], [2.491, -0.533, 3.203], [2.419, 0.376, 1.720], [0.392, -4.002, -0.242], [1.010, -5.200, 0.875], [1.600, -5.188, -0.794], [3.880, -4.906, -0.397], [0.322, -0.914, -4.424], [-1.072, -1.488, -3.481], [-0.670, -1.753, -1.784], [-1.403, -2.422, -3.921], [-1.842, -0.727, -3.538]], "forces_ev_per_a": [[-0.26, 0.26, 0.02], [0.14, 0.00, 0.04], [0.03, -0.06, 0.04], [0.05, -0.04, -0.03], [-0.05, 0.08, -0.11], [0.10, -0.05, -0.08], [-0.07, 0.17, 0.06], [0.04, -0.09, 0.00], [-0.03, 0.01, 0.03], [0.00, -0.02, -0.01], [0.01, -0.01, 0.00], [-0.01, 0.01, -0.01], [0.05, 0.04, 0.05], [-0.03, 0.00, -0.02], [-0.03, 0.00, -0.02], [-0.02, -0.01, -0.02], [0.00, 0.00, 0.01], [0.00, 0.00, 0.00], [-0.01, 0.00, 0.00], [0.00, -0.03, 0.00], [0.00, 0.02, 0.00], [0.06, 0.04, 0.07], [0.02, -0.19, 0.02], [0.11, -0.06, -0.08], [0.05, -0.06, -0.02], [-0.05, 0.03, -0.06], [-0.04, 0.08, 0.00], [0.00, 0.05, -0.05], [0.00, -0.01, 0.04], [0.00, 0.02, -0.02], [-0.01, -0.01, 0.02], [-0.04, 0.05, 0.00], [0.03, -0.08, 0.05], [0.00, -0.01, 0.01], [-0.01, 0.00, -0.01], [0.00, 0.00, 0.00], [-0.07, -0.03, 0.04], [0.00, -0.03, 0.00], [0.02, 0.02, 0.02], [0.00, 0.00, 0.00], [0.00, 0.00, 0.00], [0.00, 0.00, 0.00], [0.01, -0.01, 0.00], [0.01, 0.00, 0.00], [0.01, 0.00, -0.01], [0.01, 0.00, 0.01], [0.03, -0.02, 0.00], [-0.02, 0.03, 0.00], [-0.02, 0.01, 0.01], [-0.07, -0.11, 0.06], [0.05, -0.02, -0.02], [0.00, -0.01, 0.01], [-0.03, 0.02, -0.04], [0.00, 0.00, 0.00], [0.00, 0.00, 0.00], [0.00, 0.00, 0.00], [0.00, 0.00, 0.00], [0.01, 0.00, 0.00], [0.01, 0.00, 0.00], [0.00, -0.01, 0.01], [-0.01, 0.01, -0.03], [-0.03, 0.03, 0.01], [0.01, -0.02, 0.02], [0.01, 0.00, 0.00], [0.00, 0.01, -0.01], [-0.06, 0.06, 0.02], [0.09, -0.05, -0.05], [0.00, 0.00, 0.01], [0.00, 0.00, 0.01]], "charge": -1, "lumo_energy_ev": 2.12, "gap_ev": 6.2915, "multiplicity": 1, "e_tot_ha": -5689.35018}


No. 3
{"formula": "C25H30F3MnO7", "method": "wB97M-V/def2-TZVPD", "symbols": ["C", "C", "C", "C", "H", "H", "C", "H", "H", "C", "H", "H", "C", "C", "C", "O", "O", "O", "O", "C", "H", "H", "H", "C", "H", "H", "H", "O", "H", "H", "C", "C", "H", "H", "H", "H", "H", "H", "Mn", "C", "C", "C", "H", "C", "C", "H", "H", "H", "H", "C", "C", "C", "H", "C", "C", "H", "H", "H", "H", "F", "C", "F", "F", "C", "O", "O"], "xyz": [[2.349, -0.340, -2.533], [1.849, 1.061, -2.100], [2.276, -1.271, -1.286], [2.168, -0.318, -0.085], [3.173, -1.898, -1.246], [1.383, -1.913, -1.348], [1.338, 0.892, -0.675], [1.066, 1.422, -2.777], [2.698, 1.761, -2.091], [-0.170, 0.592, -0.735], [1.513, 1.787, -0.055], [3.164, 0.120, 0.103], [1.703, -0.880, 1.195], [1.590, -0.981, -3.676], [3.734, -0.369, -3.191], [4.631, -1.047, -2.734], [0.539, -0.594, -4.160], [2.298, -2.023, -4.154], [3.940, 0.312, -4.346], [3.069, 1.300, -4.953], [2.423, 1.828, -4.243], [2.470, 0.813, -5.734], [3.766, 2.006, -5.412], [1.743, -2.621, -5.325], [0.824, -3.166, -5.078], [2.517, -3.301, -5.679], [1.523, -1.854, -6.079], [-0.623, 0.484, 0.560], [-0.381, -0.333, -1.313], [-0.668, 1.424, -1.285], [2.104, -0.239, 2.450], [0.875, -2.080, 1.239], [1.308, -2.925, 0.678], [-0.129, -1.895, 0.816], [0.717, -2.401, 2.278], [1.249, -0.196, 3.141], [2.490, 0.776, 2.286], [2.898, -0.819, 2.954], [-2.294, 0.551, 1.417], [-2.369, 2.581, 3.344], [-1.012, 2.530, 2.930], [-0.972, 2.553, 1.511], [-0.126, 2.580, 3.571], [-2.335, 2.645, 1.019], [-3.195, 2.593, 2.186], [-4.273, 2.760, 2.185], [-2.710, 2.725, 4.371], [-0.074, 2.773, 0.943], [-2.612, 2.911, 0.001], [-3.510, -1.317, 1.591], [-4.327, -0.145, 1.676], [-4.203, 0.565, 0.431], [-5.028, 0.087, 2.475], [-3.268, -0.134, -0.392], [-2.825, -1.295, 0.336], [-2.183, -2.083, -0.053], [-3.486, -2.146, 2.300], [-4.796, 1.419, 0.115], [-3.022, 0.097, -1.426], [-1.934, -1.377, 6.419], [-1.222, -1.058, 5.312], [-0.189, -0.236, 5.684], [-0.660, -2.202, 4.821], [-2.096, -0.336, 4.221], [-3.206, 0.104, 4.523], [-1.493, -0.257, 3.080]], "forces_ev_per_a": [[0.15, -0.38, -0.83], [0.59, -0.10, 0.17], [0.11, 0.08, 0.08], [-0.05, 1.01, -0.68], [-0.33, 0.05, 0.00], [0.26, 0.24, 0.00], [-0.31, -0.50, -0.04], [0.13, 0.01, 0.19], [-0.12, -0.07, -0.24], [-0.62, 0.25, 2.02], [-0.25, -0.30, -0.28], [0.10, -0.14, -0.18], [0.22, -0.02, -0.47], [-1.78, 1.01, -0.19], [0.94, -0.37, 1.49], [-0.30, 0.99, -0.94], [1.23, -0.72, 0.33], [-0.69, -0.24, -0.33], [0.20, 0.32, 0.04], [0.22, -0.37, 0.16], [0.24, -0.32, -0.22], [0.06, 0.16, 0.27], [-0.22, -0.05, 0.02], [-0.01, -0.06, -0.02], [0.19, 0.14, -0.11], [-0.14, -0.01, -0.05], [0.02, -0.24, 0.20], [2.43, -1.58, -1.13], [0.16, 0.04, -0.29], [0.06, -0.01, -0.13], [0.00, 0.34, 0.59], [-0.80, -0.82, 0.12], [0.04, -0.03, 0.07], [0.21, 0.05, 0.16], [-0.02, 0.02, -0.23], [0.15, 0.17, -0.13], [-0.13, -0.11, 0.11], [0.03, 0.05, 0.08], [0.37, -0.23, -0.50], [-0.16, 0.70, -0.49], [-0.08, 0.92, -0.66], [-1.13, 2.65, 1.02], [-0.37, -0.31, -0.15], [1.02, 1.34, 1.03], [0.91, 1.54, 0.37], [0.31, -0.31, -0.01], [0.04, -0.52, -0.36], [-0.23, -0.45, -0.03], [-0.02, -0.30, 0.21], [-0.78, -0.57, -1.39], [-0.77, -0.68, -0.74], [-1.01, -1.62, -0.52], [0.47, 0.02, -0.11], [-0.76, 0.03, 0.17], [-1.48, -0.73, 0.45], [0.04, 0.35, 0.23], [0.29, 0.58, 0.00], [0.40, 0.02, 0.27], [0.14, 0.11, 0.33], [0.65, -0.03, -0.27], [-0.04, 0.53, -0.93], [-0.56, -0.75, 0.18], [-0.26, 0.49, 0.70], [0.03, 0.72, -2.28], [0.76, -0.88, 0.71], [0.24, -1.09, 3.17]], "charge": -2, "lumo_energy_ev": [3.95, 3.95], "gap_ev": [2.7626, 3.0523], "multiplicity": 5, "e_tot_ha": -2947.76013}


No. 4
{"formula": "C25H30FN3O4S", "method": "wB97M-V/def2-TZVPD", "symbols": ["C", "C", "C", "C", "C", "C", "C", "H", "H", "N", "C", "O", "C", "H", "H", "S", "O", "C", "C", "O", "N", "C", "C", "C", "C", "C", "C", "F", "H", "H", "H", "H", "C", "C", "H", "H", "H", "H", "C", "O", "N", "H", "C", "C", "C", "H", "H", "C", "H", "H", "C", "H", "H", "H", "H", "H", "H", "H", "H", "H", "H", "H", "H", "H"], "xyz": [[-6.333, -0.364, -2.474], [-5.286, 0.044, -1.483], [-5.248, 1.338, -0.979], [-4.274, 1.735, -0.082], [-3.307, 0.826, 0.327], [-3.336, -0.473, -0.169], [-4.313, -0.855, -1.064], [-4.321, -1.867, -1.445], [-2.581, -1.180, 0.144], [-2.293, 1.143, 1.241], [-1.912, 2.360, 1.674], [-2.437, 3.424, 1.424], [-0.680, 2.300, 2.580], [-0.902, 1.751, 3.496], [-0.354, 3.309, 2.824], [0.752, 1.424, 1.815], [0.246, 0.055, 1.577], [0.699, 2.272, 0.159], [0.504, 1.195, -0.888], [-0.568, 1.029, -1.429], [1.570, 0.385, -1.103], [2.831, 0.565, -0.483], [3.284, -0.308, 0.499], [4.537, -0.139, 1.062], [5.357, 0.899, 0.655], [4.927, 1.780, -0.322], [3.677, 1.599, -0.881], [3.255, 2.461, -1.831], [5.546, 2.594, -0.666], [6.335, 1.025, 1.092], [4.874, -0.827, 1.821], [2.650, -1.119, 0.815], [1.454, -0.696, -2.078], [2.544, -0.608, -3.138], [2.543, 0.375, -3.604], [3.521, -0.802, -2.699], [2.362, -1.364, -3.896], [0.469, -0.562, -2.544], [1.458, -2.084, -1.409], [2.130, -3.000, -1.835], [0.625, -2.186, -0.360], [0.155, -1.365, -0.004], [0.455, -3.410, 0.391], [-1.003, -3.917, 0.340], [-1.547, -3.750, 1.759], [-1.916, -2.735, 1.911], [-2.356, -4.444, 1.978], [-0.316, -3.979, 2.630], [-0.075, -5.043, 2.659], [-0.449, -3.626, 3.651], [0.774, -3.211, 1.886], [1.776, -3.551, 2.141], [0.696, -2.149, 2.123], [-1.016, -4.970, 0.059], [-1.582, -3.367, -0.400], [1.133, -4.132, -0.072], [1.634, 2.814, 0.057], [-0.140, 2.963, 0.113], [-1.650, 0.376, 1.428], [-4.257, 2.744, 0.293], [-5.995, 2.053, -1.294], [-5.983, -0.165, -3.488], [-6.549, -1.428, -2.397], [-7.253, 0.195, -2.321]], "forces_ev_per_a": [[0.07, 0.03, -0.07], [-0.06, 0.03, 0.02], [0.04, -0.23, -0.05], [0.08, 0.16, 0.10], [-0.33, 0.05, -0.23], [0.02, 0.13, 0.04], [-0.03, 0.09, 0.04], [0.00, -0.11, -0.03], [0.12, -0.11, 0.04], [0.03, -0.39, 0.03], [0.38, -0.09, 0.35], [-0.11, 0.21, -0.09], [0.32, -0.01, -0.32], [0.15, -0.05, 0.02], [-0.06, 0.04, -0.02], [-0.32, 1.34, 0.17], [-0.19, -1.18, -0.01], [-0.05, 0.08, 0.38], [-0.12, 0.06, 0.18], [-0.16, 0.16, -0.01], [0.16, -0.22, -0.23], [0.24, 0.30, 0.06], [0.10, 0.09, -0.04], [0.07, -0.08, 0.05], [-0.07, -0.02, -0.01], [-0.14, 0.08, -0.14], [0.03, -0.09, 0.03], [0.02, -0.15, 0.14], [0.04, 0.10, -0.04], [0.09, 0.02, 0.05], [0.03, -0.07, 0.08], [-0.14, -0.07, 0.03], [0.09, -0.20, -0.56], [-0.17, -0.08, 0.13], [-0.03, 0.09, -0.02], [0.08, -0.03, -0.04], [0.06, -0.05, -0.04], [0.22, -0.05, 0.14], [-0.26, 0.49, -0.05], [0.27, -0.26, -0.23], [-0.15, 0.01, 0.21], [0.15, 0.09, -0.11], [0.10, -0.17, -0.13], [-0.07, 0.00, 0.06], [0.01, -0.21, 0.00], [-0.06, 0.09, 0.03], [-0.10, 0.06, 0.03], [0.00, 0.13, 0.04], [-0.01, -0.08, 0.05], [0.02, -0.07, 0.08], [-0.01, -0.12, 0.05], [0.09, 0.05, 0.00], [0.05, -0.02, 0.03], [-0.04, -0.05, -0.03], [0.00, -0.05, -0.10], [-0.13, 0.10, 0.10], [0.03, 0.03, -0.02], [-0.01, -0.04, -0.04], [-0.01, 0.26, 0.07], [0.01, 0.02, 0.02], [-0.09, 0.07, -0.02], [-0.06, -0.03, -0.10], [-0.07, -0.06, -0.03], [-0.09, -0.01, -0.03]], "lumo_energy_ev": 0.28, "gap_ev": 8.4962, "multiplicity": 1, "e_tot_ha": -1933.98917}


Energy above the lowest of the compared OMol25 structures with the same formula, charge and spin (computed, kcal per mole): 1.70, 8.14, 0.93, 0.00